Version A
# CH14N2O4

A cluster of 5 separate species, CH14N2O4 in total (ωB97M-V/def2-TZVPD, the OMol25 dataset).

CARTESIAN COORDINATES (ANGSTROEM)
1 N 2.3512 0.5405 -1.7335
2 C 1.6140 -0.5526 -2.3191
3 N 0.3445 -0.9220 -1.6270
4 H 1.7094 1.2848 -1.4926
5 H 2.7391 0.2167 -0.8486
6 H 1.4311 -0.3454 -3.3756
7 H 2.2102 -1.4671 -2.3165
8 H 0.3466 -0.6859 -0.6437
9 H 0.2718 -1.9255 -1.6958
10 O -2.8233 0.4412 3.9598
11 H -2.9290 0.6292 3.0097
12 H -3.6526 0.6171 4.3676
13 O -1.1391 -1.9387 2.1424
14 H -1.8262 -1.3045 2.0323
15 H -1.3449 -2.6808 1.5597
16 O -2.1095 0.5178 -1.9883
17 H -2.3583 0.6635 -2.9009
18 H -1.1562 0.4658 -1.8810
19 O 2.0634 1.7623 1.8741
20 H 2.4940 2.2464 2.5878
21 H 1.7637 2.4372 1.2892

2S+1 = 1
Lowest unoccupied orbital energy = 0.524 eV
SMILES string = NCN.O.O.O.O
Highest occupied orbital energy = -9.489 eV

---

Version B
# CH14N2O4

A cluster of 5 separate species, CH14N2O4 in total (ωB97M-V/def2-TZVPD, the OMol25 dataset).

CARTESIAN COORDINATES (ANGSTROEM)
1 N 2.8828 -0.0196 -0.4704
2 C 1.7227 -0.3126 -1.1930
3 N 0.4856 0.4415 -1.0201
4 H 3.0385 0.9965 -0.4818
5 H 2.7935 -0.1203 0.5237
6 H 1.9416 -0.2897 -2.2506
7 H 1.5239 -1.3462 -0.9890
8 H 0.3294 0.4708 -0.0191
9 H 0.5677 1.3525 -1.4095
10 O -3.1715 1.2662 0.7645
11 H -3.5473 2.0990 0.5673
12 H -3.2343 0.6330 0.0397
13 O -1.8292 -0.5985 -2.5349
14 H -1.5661 -1.0183 -3.3039
15 H -0.9838 -0.4769 -2.0532
16 O -1.1631 0.2191 2.8155
17 H -1.8825 -0.3354 2.4138
18 H -1.3705 1.0605 2.4271
19 O 1.5113 -1.1548 2.0336
20 H 0.6375 -0.7790 2.2470
21 H 1.3138 -2.0878 1.8933

2S+1 = 1
Lowest unoccupied orbital energy = 0.515 eV
SMILES string = NCN.O.O.O.O
Highest occupied orbital energy = -9.306 eV

---

version B is preferred energetically. Next in line: 62.1 kJ/mol higher.

---

Version A
# CH4N2O3P

The ion CH4N2O3P with charge -1 (ωB97M-V/def2-TZVPD, the OMol25 dataset).

CARTESIAN COORDINATES (ANGSTROEM)
1 N -0.8780 0.6532 1.4888
2 C -0.0034 0.9677 0.5432
3 O 0.9125 1.7552 0.6760
4 P -0.4187 -0.4669 -0.6531
5 N 0.9520 -0.7587 -1.6285
6 O -1.5495 0.0595 -1.4842
7 O -0.6905 -1.7194 0.1280
8 H -1.0171 1.1164 2.3299
9 H -1.5828 -0.0601 1.1348
10 H 1.7993 -0.4707 -1.1763
11 H 0.8147 -1.7650 -1.7322

2S+1 = 1
Lowest unoccupied orbital energy = 4.171 eV
SMILES string = NC(=O)[P@](N)(=O)[O-]
Net charge = -1
Highest occupied orbital energy = -4.580 eV

---

Version B
# CH4N2O3P

A structure of composition CH4N2O3P (ωB97M-V/def2-TZVPD, the OMol25 dataset).

CARTESIAN COORDINATES (ANGSTROEM)
1 C -0.3830 -1.1467 0.6817
2 N 0.2429 -0.4689 -0.2417
3 N 0.7399 -2.8895 1.0280
4 O -0.0150 1.9883 -1.7159
5 O -1.7432 1.7156 0.1319
6 O 0.6013 2.6858 0.6627
7 P -0.3760 2.1014 -0.2722
8 H -1.1666 -0.6679 1.1228
9 H 0.0058 0.5176 -0.5742
10 H 0.9358 -0.9770 -0.8868
11 H 1.1581 -2.8587 0.0636

2S+1 = 1
Lowest unoccupied orbital energy (spin up / spin down) = 3.722 / 3.722 eV
Net charge = -1
Highest occupied orbital energy (spin up / spin down) = -4.437 / -4.436 eV

---

version A is preferred energetically. Next in line: 556.7 kJ/mol higher.

---

Version A
# C18H39NO2

A structure of composition C18H39NO2 (ωB97M-V/def2-TZVPD, the OMol25 dataset).

CARTESIAN COORDINATES (ANGSTROEM)
1 C -9.1741 -5.7984 1.2682
2 C -9.1527 -4.3120 1.4417
3 C -7.6727 -3.9847 1.5954
4 C -7.4827 -2.3288 1.8417
5 C -6.1252 -1.7216 2.1218
6 C -4.9686 -2.0338 1.1030
7 C -3.5420 -1.4271 1.5278
8 C -2.6459 -1.7368 0.0911
9 C -1.2461 -1.1070 0.3988
10 C -0.3142 -1.3951 -0.5913
11 C 1.2211 -0.9046 -0.4145
12 C 2.1960 -1.0721 -1.5838
13 C 3.3659 -0.3092 -1.1845
14 C 3.5561 0.9430 -1.2916
15 C 4.9007 1.6407 -1.1900
16 H 5.6933 1.1965 -1.7333
17 H 5.2409 1.3703 0.0214
18 C 5.0157 3.1488 -1.0770
19 O 3.9897 3.5720 -0.3351
20 H 4.3522 3.2923 0.7105
21 H 4.6339 3.4804 -2.2405
22 C 6.5893 3.6082 -0.8698
23 N 7.3776 2.9845 -1.9165
24 H 7.6864 2.0792 -1.5346
25 H 8.1540 3.5641 -2.2421
26 C 6.3327 5.1520 -1.1448
27 O 5.6038 6.0422 -0.0757
28 H 4.8063 5.3689 -0.2246
29 H 6.1072 5.4633 -2.0440
30 H 7.4077 5.5741 -0.9917
31 H 6.7046 3.3938 0.0120
32 H 2.8340 1.5643 -0.6661
33 H 3.1759 1.2740 -2.2772
34 H 3.7819 -0.6547 -0.1337
35 H 4.2036 -0.8416 -1.8549
36 H 1.7831 -0.8937 -2.4355
37 H 2.1184 -2.1235 -1.6755
38 H 1.0486 0.2188 -0.0287
39 H 1.5143 -1.1524 0.6147
40 H -0.4770 -1.1255 -1.5464
41 H -0.1688 -2.5211 -0.5232
42 H -1.1597 -0.1299 0.7805
43 H -0.8044 -1.4641 1.4745
44 H -2.5082 -2.7123 0.1420
45 H -2.9377 -1.3311 -0.8250
46 H -3.4096 -1.9807 2.3065
47 H -3.8266 -0.4094 1.6051
48 H -5.5529 -1.6022 0.2429
49 H -4.9143 -3.2401 0.7049
50 H -5.4849 -2.4595 3.0506
51 H -6.0194 -0.8789 2.3759
52 H -8.0940 -2.0658 2.6011
53 H -7.9211 -1.9226 0.8599
54 H -7.2197 -4.3622 2.6391
55 H -7.0609 -4.1872 0.9157
56 H -9.5355 -4.1221 2.4396
57 H -9.4396 -3.6264 0.5138
58 H -8.5064 -6.0383 0.3367
59 H -8.7641 -6.4035 2.0231
60 H -10.2348 -6.1644 1.3240

2S+1 = 1
Lowest unoccupied orbital energy = 0.660 eV
Highest occupied orbital energy = -9.279 eV

---

Version B
# C18H39NO2

An isolated molecule of C18H39NO2 (ωB97M-V/def2-TZVPD, the OMol25 dataset).

CARTESIAN COORDINATES (ANGSTROEM)
1 C -6.4329 -3.6075 -1.1592
2 C -5.2546 -3.0896 -0.3436
3 C -5.4721 -1.6503 0.1177
4 C -4.2907 -1.1278 0.9316
5 C -4.5327 0.2573 1.5332
6 C -4.7729 1.3734 0.5137
7 C -3.6445 1.5812 -0.4975
8 C -2.3230 1.9951 0.1460
9 C -1.2599 2.3071 -0.9049
10 C 0.0314 2.8739 -0.3131
11 C 0.7671 1.9407 0.6509
12 C 1.1828 0.5939 0.0559
13 C 2.0894 0.6845 -1.1732
14 C 3.3904 1.4639 -0.9692
15 C 4.2946 0.9248 0.1400
16 C 4.8599 -0.4664 -0.1598
17 O 5.5288 -0.4964 -1.4060
18 C 5.8047 -0.9144 0.9822
19 N 6.9765 -0.0443 0.9831
20 C 6.1941 -2.3981 0.8091
21 O 6.9985 -2.5915 -0.3249
22 H -6.2602 -4.6337 -1.4753
23 H -7.3464 -3.5795 -0.5688
24 H -6.5814 -2.9955 -2.0465
25 H -5.1080 -3.7310 0.5288
26 H -4.3451 -3.1413 -0.9470
27 H -6.3785 -1.6010 0.7263
28 H -5.6253 -1.0189 -0.7592
29 H -3.3978 -1.1095 0.3044
30 H -4.0947 -1.8247 1.7513
31 H -3.6771 0.5206 2.1584
32 H -5.4066 0.2050 2.1882
33 H -4.9243 2.3063 1.0635
34 H -5.6962 1.1670 -0.0312
35 H -3.4949 0.6700 -1.0793
36 H -3.9550 2.3627 -1.1965
37 H -2.4869 2.8799 0.7664
38 H -1.9685 1.1924 0.7924
39 H -1.6635 3.0440 -1.6048
40 H -1.0412 1.4044 -1.4782
41 H 0.7001 3.1438 -1.1328
42 H -0.2080 3.7950 0.2253
43 H 0.1318 1.7497 1.5184
44 H 1.6551 2.4609 1.0162
45 H 1.6864 0.0169 0.8351
46 H 0.2882 0.0332 -0.2229
47 H 1.5391 1.1565 -1.9894
48 H 2.3305 -0.3298 -1.4978
49 H 3.9432 1.4435 -1.9113
50 H 3.1584 2.5069 -0.7477
51 H 3.7515 0.8850 1.0836
52 H 5.1426 1.6012 0.2745
53 H 4.0477 -1.1944 -0.2519
54 H 6.1893 0.2075 -1.3813
55 H 5.2695 -0.7965 1.9291
56 H 7.6453 -0.4147 0.3099
57 H 7.4329 -0.0716 1.8876
58 H 6.7892 -2.7319 1.6650
59 H 5.2839 -3.0139 0.7584
60 H 6.5395 -2.1740 -1.0729

2S+1 = 1
Lowest unoccupied orbital energy = 0.833 eV
SMILES string = CCCCCCCCCCCCCCC[C@@H](O)[C@H](N)CO
Highest occupied orbital energy = -9.316 eV

---

version B is preferred energetically. Next in line: 1586.1 kJ/mol higher.

---

Version A
# C6H18KO6

A structure of composition C6H18KO6 (ωB97M-V/def2-TZVPD, the OMol25 dataset).

CARTESIAN COORDINATES (ANGSTROEM)
1 K 0.9319 0.5856 0.5837
2 C 2.3860 3.1162 -1.8603
3 C 1.0021 3.4557 -2.3916
4 O -0.0257 3.1383 -1.4788
5 O 2.4752 1.7905 -1.2862
6 H 2.6212 3.7826 -1.0334
7 H 3.1379 3.2115 -2.6424
8 H 0.8215 3.0094 -3.3780
9 H 0.9828 4.5386 -2.5354
10 H -0.2915 2.2174 -1.5989
11 H 2.6675 1.1401 -1.9693
12 C -2.3943 0.2056 0.5532
13 C -2.4529 0.4861 -0.9221
14 O -1.1339 0.3828 -1.5137
15 O -1.9728 1.2973 1.3560
16 H -1.7150 -0.6370 0.7219
17 H -3.3855 -0.1565 0.8442
18 H -2.8628 1.4851 -1.0999
19 H -3.1142 -0.2426 -1.3931
20 H -1.2202 0.1869 -2.4517
21 H -2.7454 1.8401 1.5379
22 C 0.5435 -4.2900 2.2212
23 C -0.0113 -2.8972 2.3056
24 O 0.5334 -2.1021 1.2432
25 O 1.9648 -4.2445 2.2716
26 H 0.2954 -4.7252 1.2525
27 H 0.1340 -4.9483 2.9924
28 H 0.2663 -2.4425 3.2656
29 H -1.0938 -2.8556 2.2097
30 H 1.4229 -2.4419 1.0713
31 H 2.2330 -3.8863 3.1248

2S+1 = 1
Lowest unoccupied orbital energy = -2.869 eV
Net charge = +1
Highest occupied orbital energy = -13.267 eV

---

Version B
# C6H18KO6

A structure of composition C6H18KO6 (ωB97M-V/def2-TZVPD, the OMol25 dataset).

CARTESIAN COORDINATES (ANGSTROEM)
1 K -0.2650 0.3035 -0.3553
2 C 1.0783 1.9002 1.5609
3 C 0.5333 0.7579 2.4871
4 O -0.3913 -0.0739 1.8700
5 O 0.1741 2.8787 1.2872
6 H 1.0929 1.4471 0.5697
7 H 2.0108 2.3175 1.9411
8 H 0.1624 1.1235 3.4446
9 H 1.3298 0.0915 2.8181
10 H -1.2671 0.3085 1.7785
11 H -0.5153 2.3405 0.8914
12 C 1.6665 0.6178 -2.2241
13 C 2.6435 0.2207 -1.1816
14 O 2.2521 0.3121 0.2508
15 O 1.9835 0.0054 -3.4225
16 H 1.5464 1.6945 -2.3438
17 H 0.6876 0.2106 -1.9712
18 H 3.5651 0.8016 -1.2182
19 H 2.7965 -0.8529 -1.2922
20 H 2.6169 -0.5008 0.6081
21 H 1.3427 -0.6804 -3.6243
22 C -2.1681 -2.1860 -0.5255
23 C -2.8275 -1.4521 0.6570
24 O -3.7767 -0.4747 0.1555
25 O -1.2393 -1.4150 -1.3211
26 H -2.8008 -2.7483 -1.2122
27 H -1.6887 -3.0356 -0.0393
28 H -2.1085 -1.1332 1.4117
29 H -3.4486 -2.1441 1.2258
30 H -3.3532 0.3292 -0.1545
31 H -1.6323 -0.9640 -2.0719

2S+1 = 1
Lowest unoccupied orbital energy = -3.704 eV
Net charge = +1
Highest occupied orbital energy = -13.226 eV

---

version A is preferred energetically. Next in line: 581.4 kJ/mol higher.